A single C2HF4IO molecule in a non-equilibrium geometry. Source: the Open Molecules 2025 dataset; level of theory: ωB97M-V with the def2-TZVPD basis set.

Multiplicity = 3
Electronic energy = -23102.7051 eV
HOMO-LUMO gap (alpha / beta) = 0.239 / 0.261 Eh
Molecular weight = 243.925 g mol⁻¹

Geometry as XYZ:
```
9
C2HF4IO ωB97M-V with the def2-TZVPD basis set
C 0.621 -0.336 0.381
C -0.795 -0.412 -0.150
O 1.003 1.330 0.100
F 0.679 -0.418 1.680
F 1.506 -1.105 -0.246
F -0.678 -0.523 -1.534
F -1.343 -1.494 0.348
I -1.776 1.404 0.249
H 0.783 1.554 -0.828
```



A molecular structure, C13H17CsFN5O9S in a non-equilibrium geometry. Source: the Open Molecules 2025 dataset; level of theory: ωB97M-V with the def2-TZVPD basis set.

Total charge = -2
Electronic energy = -53741.0227 eV
HOMO-LUMO gap = 0.253 Eh
Molecular weight = 571.275 g mol⁻¹

Geometry as XYZ:
```
47
C13H17CsFN5O9S ωB97M-V with the def2-TZVPD basis set
Cs -0.431 -0.700 -1.310
O 2.153 0.834 -0.304
C 2.754 0.019 0.697
C 1.692 -0.631 1.568
N 0.875 -1.621 0.883
C 1.641 -2.783 0.413
C 2.437 -2.619 -0.907
O 3.497 -3.247 -1.011
O 1.893 -1.888 -1.799
C -0.309 -2.030 1.671
C -1.369 -2.747 0.799
O -1.410 -3.986 0.868
O -2.061 -1.984 0.058
H 2.633 0.714 -1.139
H 3.388 0.636 1.346
H 3.405 -0.734 0.247
H 1.033 0.151 1.953
H 2.214 -1.092 2.431
H 0.935 -3.597 0.235
H 2.347 -3.131 1.182
H -0.765 -1.126 2.087
H -0.026 -2.714 2.485
N 3.598 -1.467 -3.815
C 4.198 -0.332 -4.121
N 4.925 -0.331 -5.294
S 4.142 1.075 -3.158
H 3.725 -2.278 -4.396
H 2.978 -1.553 -2.963
H 4.598 -0.943 -6.025
H 5.175 0.598 -5.591
F -6.123 3.818 2.649
C -4.932 3.205 2.487
C -4.638 2.495 1.398
N -3.438 1.857 1.222
C -3.148 1.183 -0.069
C -3.171 2.109 -1.283
O -3.815 3.173 -1.115
O -2.608 1.649 -2.294
C -2.434 1.976 2.144
O -1.317 1.512 2.035
N -2.765 2.746 3.263
C -3.956 3.384 3.545
O -4.123 4.044 4.558
H -5.323 2.394 0.569
H -3.868 0.377 -0.212
H -2.187 0.728 0.081
H -2.017 2.855 3.931
```



A single C3H3NO3 molecule. Source: the Open Molecules 2025 dataset; level of theory: ωB97M-V with the def2-TZVPD basis set.

Electronic energy = -10790.9420 eV
SMILES = [H]/N=C(/C=O)OC=O
HOMO-LUMO gap = 0.392 Eh
Molecular weight = 101.061 g mol⁻¹

Geometry as XYZ:
```
10
C3H3NO3 ωB97M-V with the def2-TZVPD basis set
H -0.958 1.249 -1.997
N 0.000 0.965 -1.785
C 0.056 0.328 -0.705
C 1.388 -0.241 -0.233
O 2.369 0.450 -0.168
O -1.110 0.067 0.024
C -1.043 -0.382 1.302
O -0.043 -0.684 1.893
H 1.404 -1.326 -0.040
H -2.063 -0.427 1.710
```



A molecular structure, C6H9EuO4 in a non-equilibrium geometry. Source: the Open Molecules 2025 dataset; level of theory: ωB97M-V with the def2-TZVPD basis set.

Total charge = +2
Multiplicity = 7
Electronic energy = -33864.6688 eV
HOMO-LUMO gap (alpha / beta) = 0.188 / 0.309 Eh
Molecular weight = 297.098 g mol⁻¹

Geometry as XYZ:
```
20
C6H9EuO4 ωB97M-V with the def2-TZVPD basis set
O 1.440 -1.099 -0.401
Eu 0.451 1.158 -0.279
O 2.536 0.749 -0.230
C 2.710 -0.511 -0.315
O 3.712 -1.185 -0.341
C 1.289 -2.518 -0.553
C -0.186 -2.832 -0.602
H 1.802 -2.819 -1.476
H 1.782 -3.006 0.298
H -0.670 -2.320 -1.446
H -0.321 -3.913 -0.733
H -0.683 -2.535 0.332
C -3.183 0.677 0.437
C -2.278 1.304 -0.417
H -2.896 0.329 1.435
H -2.984 1.927 0.574
H -2.764 1.751 -1.297
O -4.743 -1.062 0.201
C -4.477 0.080 -0.071
H -4.968 0.621 -0.906
```



A single C2H5N3O molecule in a non-equilibrium geometry. Source: the Open Molecules 2025 dataset; level of theory: ωB97M-V with the def2-TZVPD basis set.

Electronic energy = -8673.2402 eV
SMILES = [H]/N=C/NC(N)=O
HOMO-LUMO gap = 0.392 Eh
Molecular weight = 87.082 g mol⁻¹

Geometry as XYZ:
```
11
C2H5N3O ωB97M-V with the def2-TZVPD basis set
H -1.515 -0.958 -2.799
N -1.470 -1.127 -1.798
C -0.612 -0.352 -1.279
N -0.363 -0.391 0.086
C 0.580 0.470 0.595
N 0.902 0.515 1.906
O 1.193 1.259 -0.118
H 0.009 0.398 -1.775
H -0.890 -1.055 0.636
H 1.604 1.251 1.847
H 0.562 -0.010 2.699
```



A molecular structure, C34H42BN9ReS. Source: the Open Molecules 2025 dataset; level of theory: ωB97M-V with the def2-TZVPD basis set.

Multiplicity = 2
Electronic energy = -62992.4016 eV
HOMO-LUMO gap (alpha / beta) = 0.242 / 0.233 Eh
Molecular weight = 805.859 g mol⁻¹

Geometry as XYZ:
```
88
C34H42BN9ReS ωB97M-V with the def2-TZVPD basis set
Re 0.762 -0.342 -0.241
C 1.997 2.484 2.976
C 1.282 1.546 2.215
N 1.844 0.844 1.246
C 3.192 0.972 1.042
C 3.977 1.891 1.757
C 3.324 2.682 2.727
C 5.373 1.930 1.516
C 5.921 1.028 0.648
C 5.149 0.069 -0.038
C 3.773 0.033 0.124
N 2.854 -0.840 -0.360
C 3.142 -2.130 -0.776
C 4.108 -2.553 -1.654
C 4.272 -3.932 -1.928
C 3.513 -4.884 -1.310
C 2.513 -4.489 -0.385
C 1.733 -5.384 0.382
C 0.835 -4.893 1.285
C 0.653 -3.497 1.381
N 1.329 -2.641 0.659
C 2.296 -3.120 -0.175
H 1.475 3.036 3.745
H 0.230 1.377 2.398
H 3.893 3.418 3.282
H 5.985 2.650 2.043
H 6.991 1.035 0.481
H 5.644 -0.648 -0.674
H 4.731 -1.833 -2.166
H 5.029 -4.231 -2.642
H 3.665 -5.937 -1.511
H 1.874 -6.452 0.261
H 0.248 -5.550 1.912
H -0.092 -3.090 2.054
B -0.763 -2.415 -2.964
N 0.563 -1.630 -3.142
C 1.227 -1.600 -4.302
C 2.228 -0.650 -4.224
C 2.102 -0.133 -2.943
N 1.095 -0.733 -2.294
N -1.136 -2.524 -1.462
C -2.041 -3.390 -0.998
C -2.504 -2.956 0.231
C -1.808 -1.775 0.458
N -0.978 -1.526 -0.562
H -1.648 -1.802 -3.525
H -0.635 -3.529 -3.409
H 0.921 -2.249 -5.105
H 2.934 -0.366 -4.983
H 2.685 0.630 -2.456
H -2.325 -4.232 -1.607
H -3.239 -3.422 0.864
H -1.853 -1.090 1.292
C -0.855 1.535 -2.973
C -1.123 1.932 -1.523
C -2.564 1.538 -1.167
C -0.986 3.453 -1.391
C -0.197 1.267 -0.502
H -1.512 2.104 -3.637
H -1.049 0.476 -3.146
H 0.177 1.741 -3.259
H -3.281 2.066 -1.804
H -2.779 1.788 -0.124
H -2.713 0.464 -1.296
H -1.621 3.970 -2.116
H 0.047 3.766 -1.561
H -1.277 3.782 -0.389
H -0.097 1.976 0.341
C -4.747 -0.140 1.785
N -4.436 1.277 1.849
C -5.233 2.095 0.947
C -3.321 1.723 2.463
S -2.127 0.708 3.049
N -3.227 3.104 2.560
C -4.284 3.777 3.311
C -1.920 3.677 2.831
H -5.830 -0.261 1.821
H -4.292 -0.657 2.624
H -4.369 -0.574 0.854
H -5.335 1.564 -0.001
H -4.737 3.044 0.764
H -6.232 2.275 1.351
H -5.252 3.324 3.121
H -4.330 4.826 3.019
H -4.082 3.721 4.387
H -1.171 3.214 2.193
H -1.620 3.547 3.876
H -1.970 4.742 2.601
```



A molecular structure, C3H9FNO in a non-equilibrium geometry. Source: the Open Molecules 2025 dataset; level of theory: ωB97M-V with the def2-TZVPD basis set.

Total charge = +1
Electronic energy = -9503.2090 eV
HOMO-LUMO gap = 0.453 Eh
Molecular weight = 94.109 g mol⁻¹

Geometry as XYZ:
```
15
C3H9FNO ωB97M-V with the def2-TZVPD basis set
C -0.114 -1.038 1.670
C 0.245 -0.025 -1.037
C 0.357 1.506 -0.803
N -0.981 -0.490 -1.107
O 0.805 -0.652 0.622
F -0.322 1.961 0.225
H 0.548 -1.274 2.477
H -0.690 -1.886 1.309
H -0.796 -0.127 1.776
H 0.050 1.911 -1.734
H 1.157 -0.502 -1.222
H 1.455 1.822 -0.711
H 1.406 -0.007 1.034
H -1.336 -1.418 -1.355
H -1.784 0.219 -1.143
```



12 unconnected molecules or ions with the total composition C12H48N6O12 in a non-equilibrium geometry. Source: the Open Molecules 2025 dataset; level of theory: ωB97M-V with the def2-TZVPD basis set.

Electronic energy = -46727.5026 eV
SMILES = NC(N)=O.NC(N)=O.NC(N)=O.CO.CO.CO.CO.CO.CO.CO.CO.CO
HOMO-LUMO gap = 0.350 Eh
Molecular weight = 468.546 g mol⁻¹

Geometry as XYZ:
```
78
C12H48N6O12 ωB97M-V with the def2-TZVPD basis set
N -5.924 -1.437 -1.426
C -6.146 -1.974 -0.270
N -5.002 -2.389 0.217
O -7.277 -2.252 0.208
H -5.075 -1.737 -1.884
H -6.745 -1.146 -1.936
H -5.160 -2.812 1.120
H -4.113 -1.972 -0.020
N -0.654 -7.538 -2.747
C -1.676 -7.059 -3.363
N -2.079 -5.925 -2.777
O -2.317 -7.566 -4.299
H -0.511 -8.530 -2.876
H -0.232 -7.027 -1.985
H -1.564 -5.463 -2.041
H -2.913 -5.430 -3.060
N 6.685 -1.709 -2.791
C 6.132 -1.464 -1.662
N 6.947 -1.336 -0.754
O 4.897 -1.348 -1.607
H 7.686 -1.593 -2.854
H 6.206 -1.760 -3.679
H 6.554 -0.991 0.110
H 7.925 -1.332 -1.007
C -0.222 -0.014 0.360
O -0.530 -0.916 -0.733
H 0.021 -0.541 1.283
H 0.652 0.540 0.019
H -1.037 0.686 0.544
H 0.284 -0.968 -1.239
C 1.834 0.381 7.180
O 1.388 -0.175 5.959
H 2.161 1.388 6.921
H 1.058 0.479 7.939
H 2.720 -0.088 7.607
H 0.617 0.311 5.658
C 2.909 -4.800 1.600
O 2.181 -4.742 0.428
H 3.955 -4.570 1.401
H 2.721 -4.065 2.383
H 2.730 -5.786 2.029
H 2.689 -4.066 -0.027
C -6.266 3.520 1.752
O -6.197 4.913 1.853
H -6.418 3.162 0.734
H -5.304 3.121 2.073
H -7.014 3.199 2.477
H -5.594 5.234 2.527
C -1.121 -1.188 -7.155
O -1.750 0.049 -6.962
H -0.183 -1.176 -6.601
H -1.567 -2.095 -6.749
H -0.777 -1.369 -8.173
H -2.630 0.029 -7.344
C -2.962 2.587 5.633
O -1.847 3.181 5.022
H -3.792 3.233 5.920
H -3.386 1.670 5.226
H -2.505 2.383 6.602
H -2.282 3.922 4.594
C 4.681 1.931 2.786
O 4.977 0.604 3.218
H 5.089 2.293 1.842
H 3.605 2.085 2.872
H 5.081 2.639 3.513
H 4.171 0.359 3.678
C -2.240 6.342 -2.277
O -0.966 7.009 -2.093
H -2.872 6.510 -3.149
H -2.004 5.279 -2.237
H -2.888 6.667 -1.463
H -1.194 7.940 -2.037
C 3.887 3.875 -2.583
O 4.823 4.848 -1.982
H 4.281 2.861 -2.656
H 2.915 4.088 -2.137
H 3.767 4.160 -3.629
H 4.710 4.874 -1.029
```



A molecular structure, C33H30LiP2S2 in a non-equilibrium geometry. Source: the Open Molecules 2025 dataset; level of theory: ωB97M-V with the def2-TZVPD basis set.

Total charge = -1
Electronic energy = -75163.7334 eV
HOMO-LUMO gap = 0.199 Eh
Molecular weight = 559.626 g mol⁻¹

Geometry as XYZ:
```
68
C33H30LiP2S2 ωB97M-V with the def2-TZVPD basis set
Li 0.308 0.512 -0.439
C -0.726 -2.677 -2.981
C -1.183 -3.744 -2.000
C -2.060 -4.721 -2.405
C -2.436 -5.831 -1.637
C -1.952 -5.895 -0.321
C -1.108 -4.884 0.200
C -0.754 -3.808 -0.635
P 0.256 -2.403 0.006
C 0.701 -2.764 1.745
C 1.586 -3.773 2.062
C 2.034 -3.919 3.398
C 1.448 -3.136 4.406
C 0.415 -2.250 4.074
C -0.011 -2.107 2.772
C -1.199 -1.241 2.512
C 1.807 -2.649 -0.779
C 2.232 -3.818 -1.403
C 3.535 -3.955 -1.995
C 4.309 -2.809 -2.165
C 3.951 -1.642 -1.511
C 2.727 -1.500 -0.829
C 2.407 -0.300 -0.174
H -1.277 -1.726 -2.767
H -0.946 -2.985 -4.042
H 0.328 -2.434 -2.923
H -2.574 -4.610 -3.344
H -3.099 -6.586 -2.068
H -2.174 -6.766 0.236
H -0.905 -4.879 1.258
H 2.068 -4.370 1.308
H 2.862 -4.583 3.618
H 1.896 -3.325 5.404
H -0.074 -1.592 4.815
H -1.808 -1.045 3.395
H -1.880 -1.758 1.845
H -0.895 -0.261 2.102
H 1.563 -4.715 -1.325
H 3.845 -4.913 -2.375
H 5.311 -2.867 -2.675
H 4.610 -0.784 -1.641
H 2.764 0.671 -0.580
H 1.799 -0.293 0.718
S -0.546 2.404 -1.677
P -0.356 3.506 0.027
S 0.394 2.379 1.585
C -2.049 4.092 0.385
C -2.933 4.290 -0.648
C -4.249 4.681 -0.363
C -4.601 4.941 0.951
C -3.665 4.878 1.942
C -2.379 4.426 1.678
C 0.419 5.070 -0.276
C 0.021 6.334 0.194
C 0.667 7.455 -0.358
C 1.466 7.356 -1.470
C 1.788 6.091 -1.946
C 1.316 4.925 -1.323
H -2.563 4.119 -1.721
H -4.926 4.729 -1.198
H -5.672 5.164 1.182
H -3.957 5.009 2.958
H -1.587 4.326 2.476
H -0.789 6.408 0.987
H 0.429 8.462 0.082
H 1.810 8.155 -2.041
H 2.564 6.020 -2.696
H 1.697 3.912 -1.592
```



A gas-phase ion, C2H4N3O2S (charge -1) in a non-equilibrium geometry. Source: the Open Molecules 2025 dataset; level of theory: ωB97M-V with the def2-TZVPD basis set.

Total charge = -1
Electronic energy = -21540.5785 eV
SMILES = NN/C([O-])=N/C(O)=S
HOMO-LUMO gap = 0.284 Eh
Molecular weight = 134.140 g mol⁻¹

Geometry as XYZ:
```
12
C2H4N3O2S ωB97M-V with the def2-TZVPD basis set
N -2.392 -0.596 -0.269
N -1.221 -0.897 0.420
C -0.079 -0.001 0.282
O -0.408 1.195 0.342
N 1.092 -0.552 0.312
C 2.187 0.123 -0.024
O 2.085 1.451 -0.074
S 3.703 -0.626 -0.259
H -3.063 0.060 0.260
H -2.141 -0.010 -1.189
H -0.900 -1.761 0.185
H 1.139 1.614 0.014
```



3 unconnected molecules or ions with the total composition C18H28INO4S2 in a non-equilibrium geometry. Source: the Open Molecules 2025 dataset; level of theory: ωB97M-V with the def2-TZVPD basis set.

Electronic energy = -58570.1395 eV
HOMO-LUMO gap = 0.327 Eh
Molecular weight = 513.463 g mol⁻¹

Geometry as XYZ:
```
54
C18H28INO4S2 ωB97M-V with the def2-TZVPD basis set
C -3.808 -2.249 -2.871
C -2.282 -2.317 -3.130
C -1.411 -1.747 -1.962
C -1.871 -2.269 -0.587
C -0.926 -1.926 0.613
C 0.567 -1.797 0.256
N 1.017 -0.452 -0.095
C 1.855 -0.222 -1.177
O 2.675 -0.948 -1.685
C 1.507 1.244 -1.529
C 1.826 1.988 -2.640
C 1.317 3.300 -2.681
C 0.542 3.806 -1.650
I -0.267 5.780 -1.765
C 0.251 3.061 -0.491
C 0.749 1.778 -0.465
C 0.622 0.680 0.618
O 0.319 0.774 1.779
H -4.229 -1.239 -3.008
H -4.293 -2.860 -3.656
H -4.124 -2.691 -1.917
H -2.035 -3.367 -3.349
H -2.080 -1.672 -4.001
H -1.467 -0.647 -2.025
H -0.375 -2.034 -2.216
H -2.100 -3.346 -0.607
H -2.832 -1.769 -0.374
H -1.352 -1.063 1.140
H -0.996 -2.771 1.317
H 1.146 -2.179 1.126
H 0.782 -2.502 -0.559
H 2.436 1.574 -3.442
H 1.512 3.947 -3.537
H -0.344 3.457 0.333
C -2.632 6.899 2.736
S -1.159 6.343 1.866
O -1.406 4.940 1.439
C -0.096 6.280 3.315
H -3.446 6.970 2.017
H -2.894 6.183 3.515
H -2.446 7.881 3.173
H -0.521 5.603 4.057
H 0.009 7.281 3.732
H 0.881 5.912 3.004
C 3.479 -4.754 2.698
S 2.541 -4.585 1.172
O 1.116 -4.867 1.494
C 3.215 -6.050 0.376
H 3.184 -3.951 3.370
H 3.261 -5.717 3.161
H 4.544 -4.672 2.480
H 3.015 -6.930 0.989
H 4.289 -5.925 0.235
H 2.733 -6.164 -0.593
```



A single C7H7ClN2O molecule in a non-equilibrium geometry. Source: the Open Molecules 2025 dataset; level of theory: ωB97M-V with the def2-TZVPD basis set.

Electronic energy = -24919.6571 eV
SMILES = CO/C(Cl)=N/C=C\C=C\C#N
HOMO-LUMO gap = 0.279 Eh
Molecular weight = 170.599 g mol⁻¹

Geometry as XYZ:
```
18
C7H7ClN2O ωB97M-V with the def2-TZVPD basis set
C -3.207 -1.920 0.082
O -1.894 -1.519 0.109
C -1.573 -0.258 0.007
Cl -2.967 0.775 -0.440
N -0.385 0.177 0.183
C -0.080 1.508 0.139
C 1.239 1.925 0.168
C 2.482 1.243 0.079
C 2.726 -0.118 -0.064
C 3.947 -0.729 -0.283
N 4.951 -1.281 -0.391
H -3.249 -2.919 0.719
H -3.690 -2.039 -0.942
H -3.904 -1.188 0.637
H -0.994 2.186 -0.079
H 1.430 2.998 0.240
H 3.348 1.953 -0.062
H 1.820 -0.795 -0.101
```